Here is a 7-piece molecular cluster, C20H40FNO12S3 overall at a distorted geometry from the OMol25 dataset. Energies are from ωB97M-V with the def2-TZVPD basis set.

Results
- HOMO level (Eh) = -0.2966
- ΔE to the lowest compared entry with this formula, charge and spin (kcal/mol) = 0.0
- energy (a.u.) = -3037.70550
- Kohn-Sham gap (eV) = 8.150
- E_LUMO (eV) = 0.1

Each line ends with the Löwdin charge.
Positions of all 77 atoms, in Å:
C 0.87 -0.75 4.22  -0.08
H -2.53 3.73 -3.26  0.09
O -0.39 2.99 -4.54  -0.31
C 3.20 -5.18 0.62  -0.18
H 1.38 -4.25 3.44  0.17
H 1.77 0.13 6.70  0.16
F 0.48 2.25 2.13  -0.69
H -2.67 2.59 -1.97  0.13
O 1.69 -2.07 0.96  -0.32
C 1.63 -4.22 2.28  -0.20
H -0.79 -5.51 -1.80  0.10
O 3.25 -2.24 2.93  -0.32
C 3.78 -3.71 0.78  -0.17
O -0.02 -1.53 3.50  0.07
C 0.09 5.90 -1.94  -0.20
H 1.56 0.01 0.84  0.18
H -2.12 -2.16 -0.78  0.14
O -0.87 -1.42 -2.05  0.02
H 0.58 6.20 -2.90  0.11
O -1.24 -0.83 5.28  0.06
H -2.64 -2.07 -2.65  0.14
H 0.86 0.20 3.56  0.14
O 1.14 -1.59 -3.05  0.17
C -2.54 2.70 -3.04  -0.21
H 0.21 0.79 0.67  0.05
H 1.23 1.14 -0.55  0.06
H 4.66 -3.28 1.44  0.14
C -1.77 0.69 -4.52  -0.26
H 1.04 4.66 1.30  0.11
O -0.23 1.37 -2.60  -0.33
H -0.21 1.04 5.44  0.19
H 1.78 -0.96 4.40  0.04
O 1.23 3.62 -1.46  -0.31
O -0.22 -3.33 -2.84  0.08
H 0.31 -0.08 7.49  -0.02
H -0.93 -4.24 -0.45  0.10
H 3.27 -5.63 2.77  0.13
C -0.37 6.45 0.49  -0.17
C -0.32 7.13 -0.98  -0.14
H 0.59 -0.36 -0.44  0.10
H -2.06 -4.10 -3.11  0.12
H -1.29 -0.30 -4.61  0.11
H 3.76 -3.01 -0.03  0.08
C -1.96 -2.31 -1.80  -0.06
H -3.90 0.10 -4.94  0.16
H -0.69 5.13 -2.13  0.08
S 2.53 -2.86 1.78  0.67
H -3.24 -0.05 -3.14  0.14
C 0.70 -0.50 6.73  -0.05
O -2.01 -2.61 3.85  -0.02
O 2.57 5.61 -0.79  -0.33
H -2.21 -5.19 -1.09  0.02
C -0.01 -0.12 5.48  -0.26
S 1.29 4.90 -1.00  0.58
H 2.54 -5.08 -0.20  0.11
C 0.06 -2.02 -2.79  -0.60
H -1.82 1.05 -5.65  0.15
C -3.55 2.05 -3.87  -0.28
H 3.88 -5.93 0.55  0.08
C 0.32 5.02 0.49  -0.27
C -1.08 -1.70 4.20  -0.45
H 2.10 -6.41 1.65  0.11
H 0.38 6.95 1.16  0.12
N 0.90 0.49 0.07  0.31
H 1.03 -1.53 7.09  0.12
C -1.38 -4.75 -1.30  0.02
S -1.03 2.02 -3.64  0.71
H 0.42 7.83 -0.98  0.07
C -1.56 -3.65 -2.34  -0.26
C -3.24 0.65 -4.13  -0.25
H -1.47 6.28 0.65  0.12
H -0.58 4.18 0.23  0.15
H 0.90 -4.51 1.83  -0.01
H -3.79 2.26 -4.84  0.10
C 2.55 -5.50 1.94  -0.17
H -4.52 2.09 -3.52  0.11
H -1.26 7.33 -1.23  0.04

Here is a 5-piece molecular cluster, C20H40FO14P overall from the OMol25 dataset. Energies are from ωB97M-V with the def2-TZVPD basis set.

Results
- HOMO level (Eh) = -0.3462
- structure (SMILES) = C[C@H](F)PCC(=O)O.CCOC(=O)OC.CCOC(=O)OC.CCOC(=O)OC.CCOC(=O)OC
- energy (a.u.) = -2280.69473
- Kohn-Sham gap (eV) = 9.963
- E_LUMO (eV) = 0.5

Each line ends with the Löwdin charge.
Positions of all 76 atoms, in Å:
H -6.71 -3.08 3.96  0.09
P -3.16 3.54 -9.26  0.98
H -4.10 2.12 -7.54  0.10
O 0.04 -1.28 -3.87  0.01
F -2.98 0.96 -8.75  -0.11
H -1.05 1.97 -7.44  0.09
H 2.36 -1.82 6.01  0.10
H 4.47 4.00 4.10  0.08
H -0.04 3.67 -11.57  0.13
C 1.16 -2.17 -3.84  -0.03
O -0.81 4.07 -11.12  0.07
O -4.26 -5.01 1.99  0.12
H -4.08 4.37 -8.60  -0.06
H 3.46 1.80 4.60  0.11
O 0.68 4.21 -9.45  0.10
H 3.04 -0.04 -0.73  0.10
H -1.26 4.41 -7.90  0.07
O 2.69 -0.92 8.60  0.12
O 1.96 0.72 0.88  0.01
C -1.63 4.54 -8.91  -0.32
C -6.13 -3.82 3.43  -0.04
C -0.62 -1.16 -2.72  -0.61
H -2.25 -4.35 0.71  0.13
H -2.75 -4.88 -1.70  0.08
C 3.73 2.06 3.58  -0.21
C -2.02 2.16 -6.96  -0.09
H 0.86 -3.15 -3.45  0.10
H 2.78 3.99 3.59  0.08
H -1.95 3.11 -6.43  0.07
H 5.65 0.76 10.05  0.12
H -1.91 5.59 -9.03  0.09
C -4.47 -3.84 1.80  -0.61
C -3.52 -4.49 -1.04  -0.06
C -2.88 -3.71 0.09  -0.21
C 3.01 1.27 1.49  -0.61
H 2.38 -0.39 4.95  0.08
C -1.69 0.96 -0.78  -0.05
O -1.59 -0.27 -2.89  0.04
C -2.40 0.01 -1.73  -0.19
H 6.30 -1.62 9.57  0.08
O -3.86 -3.06 0.91  0.03
H -2.18 1.36 -6.23  0.08
H 4.65 -2.14 9.94  0.08
C 5.41 -1.38 10.15  -0.06
C 2.13 0.51 -0.52  -0.03
O 4.05 1.57 0.96  0.13
O -5.37 -3.10 2.46  0.00
H 5.66 -1.43 11.21  0.08
H -2.36 1.23 0.04  0.09
C 3.76 3.56 3.40  -0.06
H 1.43 -0.37 6.45  0.10
H 1.50 -2.26 -4.86  0.10
C -0.46 4.25 -9.83  -0.60
H 4.69 1.61 3.35  0.13
H 1.95 -1.76 -3.21  0.09
H -5.47 -4.35 4.12  0.10
C 2.34 -0.73 5.98  -0.03
H 1.27 -0.06 -0.86  0.06
C 3.54 -0.37 7.94  -0.61
H 4.06 3.82 2.39  0.08
H -6.79 -4.54 2.94  0.10
C -3.11 2.16 -8.01  -0.58
O -0.36 -1.75 -1.70  0.11
O 4.68 0.15 8.39  0.03
C 4.90 0.00 9.81  -0.21
H -4.11 -5.32 -0.66  0.08
H -3.31 0.46 -2.13  0.12
H 3.98 0.24 10.34  0.12
H 2.15 1.47 -1.04  0.11
O 3.50 -0.19 6.62  0.00
H -0.81 0.49 -0.37  0.06
H -1.39 1.87 -1.31  0.09
H -2.67 -0.92 -1.24  0.11
H -4.18 -3.84 -1.62  0.08
O 2.71 1.44 2.78  0.03
H -2.26 -2.90 -0.30  0.09

Here is C20H40LaN4O4 as an isolated structure at a distorted geometry from the OMol25 dataset. Energies are from ωB97M-V with the def2-TZVPD basis set.

Results
- HOMO level (alpha / beta) (Eh) = -0.2930 / -0.2932
- charge = +1
- energy (a.u.) = -1337.16139
- Kohn-Sham gap (alpha / beta) (eV) = 4.673 / 4.677
- E_LUMO (alpha / beta) (eV) = -3.3 / -3.3

Each line ends with the Löwdin charge.
Positions of all 69 atoms, in Å:
H -3.54 -0.04 2.93  0.08
O 1.76 2.75 -2.79  0.03
H -1.33 -0.25 -1.82  0.11
C -0.49 2.25 -2.28  -0.09
C 1.07 -2.55 1.52  -0.64
H -2.90 -1.82 1.30  0.15
N -1.08 -1.09 1.93  -0.25
N -1.28 1.99 -1.00  -0.24
C -1.43 -1.90 -0.25  -0.25
H -0.86 1.63 -3.10  0.12
H -1.30 -1.80 -2.14  0.19
C -3.19 0.74 -2.28  -0.07
H -1.07 4.04 -0.51  0.15
O 1.45 -1.72 0.65  -0.30
C 0.42 1.75 2.77  -0.53
H -1.63 3.07 0.80  0.09
H -0.02 -2.33 3.36  0.14
C 1.02 1.88 -2.24  -0.66
C -2.80 -0.46 3.63  -0.03
H -4.75 1.94 -0.52  0.10
H -1.46 1.73 3.84  0.13
H -0.61 3.29 -2.60  0.14
C 1.42 0.83 3.50  -0.07
H -2.92 2.84 -1.98  0.15
H -1.91 -2.88 -0.40  0.19
H 1.14 0.68 4.55  0.10
H 1.49 -0.15 3.03  0.03
C 0.49 3.03 0.59  -0.18
H 1.82 -0.22 1.35  0.06
C -3.72 2.12 -0.19  -0.04
O 1.31 0.74 -1.78  -0.17
H -4.16 -2.28 -0.69  0.10
H -0.24 3.83 3.15  0.08
H -2.70 0.87 -3.25  0.11
C -2.73 1.95 -1.36  -0.31
C -4.24 -1.22 -0.98  -0.02
H 0.38 3.01 4.58  0.10
H -3.52 1.45 0.64  0.05
H -4.25 0.93 -2.53  0.14
H 1.92 1.84 1.33  0.13
O 1.59 -3.68 1.83  -0.01
C 0.52 3.13 3.49  -0.04
C -1.06 1.24 2.94  -0.08
N 0.88 1.84 1.37  -0.21
C -2.05 -1.23 0.94  -0.28
H -2.40 -0.23 0.69  0.09
H -3.23 -2.68 -3.02  0.11
C -3.27 -1.60 -3.21  -0.01
H -4.24 -1.38 -3.68  0.11
H -0.73 -0.58 3.96  0.14
C -0.30 -2.32 2.29  -0.04
H -0.38 -2.10 -0.27  0.08
C -3.08 -0.79 -1.89  -0.42
H -4.33 -0.61 -0.08  0.08
H -5.20 -1.11 -1.50  0.12
H 0.63 3.95 1.17  0.12
H 1.23 3.15 -0.21  0.12
H 1.51 3.58 3.35  0.10
H -0.93 -3.21 2.16  0.13
H -2.49 -1.36 -3.94  0.10
La 0.00 0.00 0.00  1.99
H -2.94 0.05 4.59  0.10
H -3.03 -1.52 3.79  0.10
N -1.65 -1.13 -1.42  -0.03
C -1.36 -0.27 3.12  -0.33
C -0.93 3.06 -0.03  -0.16
H 2.43 1.26 3.50  0.10
H -1.69 1.62 2.14  0.08
H -3.70 3.15 0.19  0.09